Record 1
C43H53N2OS4SbSi4W as an isolated structure in a non-equilibrium geometry, computed with ωB97M-V with the def2-TZVPD basis set.

Summary:
2S+1: 1
LUMO level (alpha / beta), eV: -1.3 / -1.3
Gap between HOMO and LUMO (alpha / beta), eV: 6.231 / 6.230
Energy relative to the best compared isomer or geometry (same formula, charge and spin), kcal/mol: 23.4
Calculated total energy, eV: -133695.892

Each line ends with the Löwdin charge.
Cartesian coordinates (Å):
W (0.44, 0.01, 0.05)  0.83
C (-3.52, 3.48, -1.06)  -0.31
Sb (-2.72, 1.57, -0.46)  1.47
C (-0.55, 1.98, -0.13)  -0.60
C (-0.64, 2.73, 1.19)  -0.50
C (0.45, 3.08, 2.00)  -0.08
C (0.22, 3.71, 3.21)  -0.05
C (-1.08, 3.97, 3.62)  -0.06
C (-2.10, 3.61, 2.76)  -0.12
N (-1.88, 3.02, 1.58)  -0.01
Si (0.51, 3.09, -1.29)  0.44
C (-0.32, 4.76, -1.41)  -0.17
C (2.24, 3.47, -0.64)  -0.19
C (0.86, 2.41, -3.02)  -0.19
C (-2.97, 0.45, -2.47)  -0.52
C (-1.69, -0.28, -2.73)  -0.38
C (-1.43, -1.10, -3.84)  -0.03
C (-0.17, -1.63, -4.06)  -0.02
C (0.88, -1.36, -3.19)  -0.03
C (0.55, -0.59, -2.10)  -0.40
N (-0.67, -0.11, -1.88)  -0.09
Si (-4.41, -0.70, -1.93)  0.40
C (-5.02, -1.79, -3.33)  -0.17
C (-5.88, 0.29, -1.31)  -0.19
C (-3.96, -1.82, -0.49)  -0.18
Si (-3.39, 1.50, -4.00)  0.46
C (-5.09, 2.28, -3.93)  -0.18
C (-2.13, 2.86, -4.30)  -0.17
C (-3.42, 0.54, -5.62)  -0.18
H (-3.07, 4.22, -0.40)  -0.01
H (-4.60, 3.45, -0.87)  0.00
H (-3.34, 3.75, -2.09)  -0.02
H (1.45, 2.84, 1.70)  0.06
H (1.06, 3.97, 3.85)  0.12
H (-1.30, 4.45, 4.57)  0.10
H (-3.14, 3.79, 3.02)  0.11
H (-0.51, 5.15, -0.40)  0.04
H (-1.27, 4.74, -1.94)  0.01
H (0.35, 5.46, -1.92)  0.04
H (2.23, 4.22, 0.15)  0.03
H (2.79, 3.89, -1.49)  0.04
H (2.78, 2.59, -0.28)  0.00
H (0.12, 1.73, -3.44)  0.00
H (1.84, 1.92, -3.03)  0.04
H (0.92, 3.28, -3.69)  0.05
H (-2.24, -1.32, -4.53)  0.09
H (-0.01, -2.27, -4.92)  0.12
H (1.88, -1.75, -3.34)  0.12
H (1.46, 0.02, -1.55)  0.07
H (-5.51, -1.21, -4.12)  0.02
H (-5.76, -2.49, -2.93)  0.04
H (-4.22, -2.38, -3.79)  0.02
H (-6.29, 1.00, -2.02)  0.01
H (-5.64, 0.82, -0.38)  0.01
H (-6.66, -0.44, -1.07)  0.04
H (-3.84, -2.86, -0.79)  0.03
H (-4.78, -1.78, 0.23)  0.04
H (-3.06, -1.51, 0.05)  0.00
H (-5.34, 2.80, -3.00)  0.01
H (-5.88, 1.55, -4.14)  0.03
H (-5.13, 3.03, -4.74)  0.04
H (-1.64, 3.20, -3.38)  -0.01
H (-2.61, 3.72, -4.76)  0.05
H (-1.34, 2.51, -4.98)  0.04
H (-4.01, -0.38, -5.59)  0.02
H (-2.42, 0.29, -5.98)  0.03
H (-3.87, 1.20, -6.37)  0.04
O (1.67, 0.87, 6.83)  -0.04
C (1.46, 0.70, 5.66)  -0.99
S (-0.13, 0.27, 5.00)  0.99
C (0.38, 0.16, 3.34)  -1.09
C (1.68, 0.36, 3.08)  -1.11
S (2.26, 0.25, 1.44)  0.62
S (2.74, 0.74, 4.41)  0.98
S (-0.71, -0.33, 2.10)  0.63
C (-1.22, -5.63, -2.87)  -0.09
C (-1.87, -4.45, -2.54)  -0.08
C (-1.26, -3.56, -1.66)  -0.13
C (-0.03, -3.82, -1.07)  -0.27
C (0.60, -5.02, -1.42)  -0.07
C (0.02, -5.92, -2.30)  -0.08
Si (0.74, -2.63, 0.18)  0.66
C (0.33, -3.34, 1.88)  -0.33
C (1.15, -3.11, 2.99)  -0.13
C (0.78, -3.51, 4.26)  -0.08
C (-0.43, -4.17, 4.45)  -0.09
C (-1.26, -4.42, 3.36)  -0.08
C (-0.87, -4.01, 2.09)  -0.10
C (2.62, -2.92, -0.04)  -0.29
C (3.21, -4.01, 0.61)  -0.12
C (4.56, -4.30, 0.46)  -0.08
C (5.36, -3.51, -0.36)  -0.09
C (4.80, -2.42, -1.00)  -0.08
C (3.45, -2.13, -0.84)  -0.14
H (-1.68, -6.34, -3.55)  0.10
H (-2.84, -4.22, -2.97)  0.09
H (-1.76, -2.63, -1.42)  0.06
H (1.58, -5.26, -1.00)  0.09
H (0.53, -6.84, -2.55)  0.10
H (2.10, -2.59, 2.86)  0.10
H (1.43, -3.32, 5.11)  0.11
H (-0.73, -4.48, 5.44)  0.10
H (-2.20, -4.94, 3.50)  0.10
H (-1.53, -4.21, 1.25)  0.10
H (2.61, -4.64, 1.26)  0.10
H (4.98, -5.16, 0.97)  0.10
H (6.41, -3.74, -0.47)  0.10
H (5.42, -1.78, -1.63)  0.10
H (3.07, -1.25, -1.34)  0.06



Record 2
C43H54BaN6O3S3 as an isolated structure in a non-equilibrium geometry, computed with ωB97M-V with the def2-TZVPD basis set.

Summary:
2S+1: 1
LUMO level, eV: 0.3
Gap between HOMO and LUMO, eV: 7.493
Energy relative to the best compared isomer or geometry (same formula, charge and spin), kcal/mol: 38.1
Calculated total energy, eV: -93753.816

Each line ends with the Löwdin charge.
Cartesian coordinates (Å):
Ba (0.32, -0.31, 0.50)  1.87
C (-0.91, -4.31, -1.27)  -0.02
C (-1.84, -3.85, -0.16)  -0.21
C (-2.16, -4.68, 0.91)  -0.04
C (-2.99, -4.24, 1.94)  -0.07
C (-3.50, -2.95, 1.91)  -0.04
C (-3.20, -2.09, 0.86)  -0.22
C (-3.71, -0.66, 0.84)  -0.03
C (-2.38, -2.57, -0.16)  -0.24
N (-1.97, -1.64, -1.18)  0.10
C (-2.58, -1.56, -2.28)  -0.26
C (-3.81, -2.35, -2.68)  0.01
C (-2.04, -0.56, -3.30)  -0.27
C (-1.92, -1.00, -4.74)  0.00
N (-1.76, 0.58, -2.83)  0.16
C (-1.33, 1.65, -3.67)  -0.22
C (0.03, 1.98, -3.73)  -0.20
C (1.04, 1.18, -2.95)  -0.06
C (0.40, 3.09, -4.50)  -0.05
C (-0.55, 3.85, -5.17)  -0.09
C (-1.89, 3.51, -5.06)  -0.05
C (-2.31, 2.42, -4.31)  -0.22
C (-3.77, 2.07, -4.17)  -0.03
H (-0.43, -5.25, -1.00)  0.08
H (-0.13, -3.58, -1.48)  0.06
H (-1.45, -4.48, -2.21)  0.08
H (-1.74, -5.68, 0.94)  0.11
H (-3.22, -4.90, 2.77)  0.11
H (-4.13, -2.60, 2.72)  0.11
H (-4.49, -0.52, 1.59)  0.08
H (-4.13, -0.38, -0.13)  0.08
H (-2.92, 0.07, 1.07)  0.04
H (-4.10, -3.06, -1.90)  0.09
H (-3.64, -2.90, -3.61)  0.08
H (-4.64, -1.66, -2.86)  0.10
H (-1.45, -1.99, -4.80)  0.09
H (-1.33, -0.29, -5.30)  0.09
H (-2.91, -1.09, -5.20)  0.09
H (1.01, 0.11, -3.19)  0.04
H (0.87, 1.26, -1.88)  0.02
H (2.06, 1.53, -3.14)  0.07
H (1.45, 3.35, -4.56)  0.11
H (-0.25, 4.71, -5.76)  0.10
H (-2.65, 4.12, -5.56)  0.11
H (-4.40, 2.96, -4.28)  0.08
H (-3.99, 1.63, -3.19)  0.07
H (-4.09, 1.36, -4.94)  0.08
C (-2.02, 2.69, -0.23)  -0.17
N (-0.67, 2.22, 0.22)  -0.08
C (0.12, 3.08, 0.76)  -0.15
C (1.44, 2.76, 1.28)  -0.37
C (2.30, 3.63, 1.92)  -0.07
C (3.45, 2.88, 2.26)  -0.11
C (3.21, 1.59, 1.78)  -0.24
N (1.99, 1.49, 1.18)  -0.16
C (-2.24, 4.18, -0.32)  -0.24
C (-2.92, 4.90, 0.67)  -0.04
C (-3.08, 6.28, 0.56)  -0.08
C (-2.56, 6.96, -0.53)  -0.10
C (-1.88, 6.26, -1.52)  -0.08
C (-1.72, 4.88, -1.41)  -0.03
H (-2.77, 2.24, 0.42)  0.08
H (-2.18, 2.28, -1.22)  0.08
H (-0.18, 4.13, 0.87)  0.13
H (2.12, 4.68, 2.12)  0.10
H (4.34, 3.22, 2.77)  0.08
H (3.86, 0.73, 1.86)  0.08
H (-3.33, 4.36, 1.52)  0.09
H (-3.62, 6.82, 1.33)  0.10
H (-2.69, 8.03, -0.62)  0.10
H (-1.47, 6.78, -2.39)  0.10
H (-1.19, 4.33, -2.19)  0.11
C (4.48, 0.91, -1.56)  -0.08
N (4.71, -0.26, -0.72)  -0.04
C (3.95, -1.37, -0.72)  -0.88
N (4.26, -2.24, 0.28)  0.10
S (2.73, -1.70, -1.85)  0.59
H (5.44, 1.36, -1.81)  0.09
H (3.86, 1.63, -1.04)  0.08
H (4.00, 0.60, -2.47)  0.04
H (5.30, -0.11, 0.09)  0.12
H (4.79, -1.92, 1.07)  0.09
H (3.54, -2.92, 0.49)  0.08
C (3.89, 1.47, 6.66)  -0.04
C (3.06, 0.60, 5.75)  -0.26
C (1.66, 0.68, 5.73)  -0.02
C (0.90, -0.06, 4.85)  -0.04
C (1.55, -0.91, 3.94)  -0.27
C (2.93, -1.02, 3.96)  -0.07
C (3.67, -0.28, 4.86)  -0.04
S (0.59, -1.85, 2.82)  0.39
O (0.23, -3.08, 3.46)  -0.25
O (-0.56, -0.98, 2.49)  -0.63
O (1.42, -2.02, 1.61)  -0.62
H (3.35, 1.72, 7.57)  0.08
H (4.14, 2.42, 6.16)  0.08
H (4.82, 0.99, 6.93)  0.08
H (1.17, 1.35, 6.43)  0.12
H (-0.18, 0.01, 4.87)  0.10
H (3.43, -1.70, 3.27)  0.11
H (4.75, -0.37, 4.87)  0.12
C (-2.98, 0.50, 4.35)  -0.42
S (-2.99, 2.03, 3.39)  0.75
C (-1.36, 2.67, 3.78)  -0.41
H (-2.72, 0.69, 5.40)  0.04
H (-2.31, -0.24, 3.93)  0.01
H (-4.00, 0.09, 4.34)  0.03
H (-1.26, 2.91, 4.84)  0.04
H (-1.23, 3.59, 3.20)  0.02
H (-0.57, 1.98, 3.48)  0.02



Record 3
C43H54CoN8OPS2 as an isolated structure, computed with ωB97M-V with the def2-TZVPD basis set.

Summary:
2S+1: 2
Net charge: -1
LUMO level (alpha / beta), eV: 1.7 / 1.7
<S²>: 0.782
Gap between HOMO and LUMO (alpha / beta), eV: 6.102 / 6.051
Calculated total energy, eV: -128022.913

Each line ends with the Mulliken spin population.
Cartesian coordinates (Å):
Co (0.74, 0.01, -0.45)  1.13
S (1.06, -2.21, -0.90)  -0.04
C (1.07, -1.99, -2.62)  0.00
N (0.96, -2.89, -3.53)  0.01
N (0.84, -4.15, -3.09)  0.00
C (0.49, -5.17, -3.97)  0.00
C (0.40, -6.47, -3.48)  0.00
C (0.05, -7.51, -4.32)  0.00
C (-0.22, -7.27, -5.66)  0.00
C (-0.11, -5.97, -6.15)  0.00
C (0.24, -4.92, -5.31)  0.00
N (1.20, -0.70, -3.19)  -0.01
N (1.30, 0.22, -2.37)  -0.06
C (1.34, 1.52, -3.00)  0.01
C (2.32, 2.42, -2.63)  0.01
C (2.34, 3.68, -3.20)  0.00
C (1.37, 4.04, -4.13)  0.00
C (0.40, 3.12, -4.51)  0.00
C (0.39, 1.85, -3.95)  0.00
H (0.75, -4.29, -2.08)  0.00
H (0.62, -6.66, -2.43)  0.00
H (-0.02, -8.52, -3.93)  0.00
H (-0.50, -8.08, -6.32)  0.00
H (-0.32, -5.77, -7.19)  0.00
H (0.32, -3.91, -5.69)  0.00
H (3.08, 2.13, -1.91)  0.00
H (3.10, 4.39, -2.90)  0.00
H (1.37, 5.03, -4.56)  0.00
H (-0.36, 3.39, -5.23)  0.00
H (-0.38, 1.13, -4.21)  0.00
N (-4.26, 8.97, -0.41)  0.00
C (-3.70, 7.97, -0.43)  0.00
C (-3.00, 6.71, -0.46)  0.00
C (-1.84, 6.58, -1.23)  0.00
C (-1.17, 5.37, -1.24)  0.00
C (-1.65, 4.29, -0.51)  0.00
C (-2.81, 4.42, 0.23)  0.00
C (-3.49, 5.63, 0.27)  0.00
C (-0.92, 2.99, -0.53)  0.00
C (0.36, 2.99, 0.03)  0.03
C (1.01, 4.09, 0.66)  0.00
C (2.24, 3.65, 1.06)  0.00
C (2.31, 2.29, 0.66)  -0.02
N (1.21, 1.90, 0.04)  0.00
C (-1.60, 1.92, -1.13)  0.01
C (-2.81, 2.00, -1.88)  0.00
C (-3.03, 0.75, -2.40)  0.01
C (-1.95, -0.06, -1.94)  -0.01
N (-1.11, 0.63, -1.19)  0.05
H (-1.48, 7.42, -1.80)  0.00
H (-0.27, 5.25, -1.83)  0.00
H (-3.18, 3.57, 0.80)  0.00
H (-4.38, 5.75, 0.87)  0.00
H (0.59, 5.07, 0.82)  0.00
H (3.02, 4.20, 1.57)  0.00
H (3.15, 1.61, 0.79)  -0.01
H (-3.41, 2.88, -2.02)  0.00
H (-3.85, 0.42, -3.03)  0.00
H (-1.79, -1.11, -2.12)  0.00
C (4.69, -1.74, -1.90)  0.00
S (4.31, -0.54, -0.62)  -0.01
C (4.40, -1.67, 0.76)  -0.01
O (5.50, 0.36, -0.51)  0.00
H (5.61, -2.26, -1.62)  0.00
H (4.84, -1.18, -2.82)  0.00
H (3.85, -2.42, -2.00)  0.00
H (3.65, -2.45, 0.63)  0.00
H (4.18, -1.10, 1.66)  0.00
H (5.41, -2.07, 0.80)  0.00
C (0.03, -2.67, 4.84)  0.00
C (0.68, -1.88, 3.70)  0.01
C (1.78, -0.99, 4.29)  0.00
C (1.39, -2.86, 2.75)  0.00
P (-0.44, -0.75, 2.61)  0.02
N (0.29, -0.34, 1.36)  -0.11
C (-2.06, -1.70, 2.29)  0.00
C (-2.99, -1.94, 3.49)  0.00
C (-2.84, -0.97, 1.19)  0.01
C (-1.66, -3.06, 1.69)  0.00
C (-0.91, 0.75, 3.71)  0.00
C (-1.34, 0.47, 5.15)  0.00
C (-2.05, 1.48, 2.99)  0.00
C (0.29, 1.71, 3.72)  0.00
H (0.81, -3.21, 5.38)  0.00
H (-0.68, -3.42, 4.47)  0.00
H (-0.49, -2.04, 5.56)  0.00
H (2.60, -1.63, 4.63)  0.00
H (1.43, -0.41, 5.14)  0.00
H (2.17, -0.31, 3.53)  0.00
H (0.75, -3.67, 2.41)  0.00
H (2.24, -3.30, 3.27)  0.00
H (1.74, -2.32, 1.87)  0.00
H (-3.53, -1.03, 3.76)  0.00
H (-2.49, -2.31, 4.37)  0.00
H (-3.75, -2.68, 3.20)  0.00
H (-3.41, -0.12, 1.56)  0.00
H (-3.55, -1.67, 0.73)  0.00
H (-2.16, -0.61, 0.41)  0.00
H (-1.34, -3.77, 2.45)  0.00
H (-0.87, -2.95, 0.95)  0.00
H (-2.53, -3.49, 1.19)  0.00
H (-2.22, -0.16, 5.21)  0.00
H (-1.58, 1.42, 5.64)  0.00
H (-0.54, 0.01, 5.74)  0.00
H (-3.01, 0.99, 3.14)  0.00
H (-1.85, 1.54, 1.91)  0.00
H (-2.13, 2.49, 3.38)  0.00
H (1.02, 1.46, 4.49)  0.00
H (-0.07, 2.73, 3.93)  0.00
H (0.77, 1.72, 2.75)  0.00



Record 4
C43H54IN5OPPrSi2 as an isolated structure in a non-equilibrium geometry, computed with ωB97M-V with the def2-TZVPD basis set.

Summary:
2S+1: 3
LUMO level (alpha / beta), eV: -0.1 / -0.1
<S²>: 2.004
Gap between HOMO and LUMO (alpha / beta), eV: 6.012 / 6.013
Energy relative to the best compared isomer or geometry (same formula, charge and spin), kcal/mol: 0.0
Calculated total energy, eV: -102179.900

Each line ends with the Mulliken spin population.
Cartesian coordinates (Å):
Pr (1.33, -0.68, 0.69)  2.01
C (0.74, 1.76, 1.13)  0.00
Si (-0.67, 2.91, 1.22)  0.01
C (-1.51, 3.53, -0.47)  0.00
N (-0.92, 2.78, -1.55)  0.00
C (0.30, 3.23, -2.31)  0.00
C (-0.17, 3.53, -3.74)  0.00
C (-1.36, 2.70, -4.25)  0.00
C (-1.52, 1.33, -3.50)  0.00
C (-1.49, 1.48, -1.93)  0.00
C (-0.12, 4.60, 1.78)  0.00
C (-0.53, 5.13, 3.03)  0.00
C (-0.02, 6.37, 3.43)  0.00
C (0.79, 7.14, 2.63)  0.00
C (1.20, 6.62, 1.42)  0.00
C (0.76, 5.38, 1.02)  0.00
C (-2.12, 2.50, 2.34)  0.00
C (-3.20, 3.43, 2.57)  0.00
C (-4.27, 3.00, 3.36)  0.00
C (-4.37, 1.71, 3.82)  0.00
C (-3.33, 0.81, 3.61)  0.00
C (-2.23, 1.21, 2.90)  0.00
H (1.38, 1.72, 2.08)  0.00
H (1.47, 2.10, 0.41)  0.00
H (-1.40, 4.61, -0.60)  0.00
H (-2.62, 3.29, -0.42)  0.00
H (1.05, 2.42, -2.25)  0.00
H (0.69, 4.17, -1.85)  0.00
H (0.69, 3.35, -4.34)  0.00
H (-0.43, 4.59, -3.79)  0.00
H (-1.14, 2.47, -5.33)  0.00
H (-2.28, 3.30, -4.27)  0.00
H (-0.69, 0.71, -3.80)  0.00
H (-2.41, 0.78, -3.79)  0.00
H (-0.83, 0.63, -1.58)  0.00
H (-2.50, 1.38, -1.50)  0.00
H (-1.20, 4.56, 3.74)  0.00
H (-0.40, 6.82, 4.38)  0.00
H (1.11, 8.14, 2.87)  0.00
H (1.98, 7.10, 0.85)  0.00
H (1.21, 4.92, 0.09)  0.00
H (-3.18, 4.45, 2.17)  0.00
H (-5.13, 3.70, 3.50)  0.00
H (-5.32, 1.47, 4.30)  0.00
H (-3.39, -0.23, 4.03)  0.00
H (-1.51, 0.45, 2.63)  0.00
N (-0.38, -4.05, 0.18)  0.00
P (-1.17, -2.49, -0.20)  0.01
C (-1.70, -2.75, -1.95)  0.00
C (-2.50, -3.84, -2.30)  0.00
C (-2.67, -4.15, -3.66)  0.00
C (-2.16, -3.37, -4.69)  0.00
C (-1.33, -2.29, -4.31)  0.00
C (-1.08, -2.07, -2.98)  0.00
C (-2.68, -2.79, 0.75)  0.00
C (-3.83, -2.10, 0.31)  0.00
C (-5.06, -2.58, 0.77)  0.00
C (-5.16, -3.62, 1.68)  0.00
C (-4.03, -4.12, 2.27)  0.00
C (-2.79, -3.84, 1.74)  0.00
C (0.99, -4.32, 0.01)  0.00
C (1.47, -5.60, -0.02)  0.00
C (2.82, -5.76, -0.29)  0.00
C (3.65, -4.66, -0.53)  0.00
C (3.07, -3.40, -0.50)  0.00
N (1.76, -3.22, -0.17)  0.00
H (-0.96, -4.86, -0.14)  0.00
H (-2.96, -4.49, -1.57)  0.00
H (-3.24, -5.06, -3.85)  0.00
H (-2.28, -3.67, -5.70)  0.00
H (-0.84, -1.66, -5.05)  0.00
H (-0.30, -1.32, -2.70)  0.00
H (-3.82, -1.31, -0.43)  0.00
H (-5.95, -2.15, 0.33)  0.00
H (-6.14, -3.94, 2.02)  0.00
H (-4.03, -4.79, 3.17)  0.00
H (-1.92, -4.39, 2.08)  0.00
H (0.80, -6.45, 0.18)  0.00
H (3.24, -6.75, -0.26)  0.00
H (4.70, -4.82, -0.82)  0.00
H (3.65, -2.49, -0.62)  0.00
I (4.20, -0.41, 2.08)  -0.01
C (5.97, -0.92, -2.36)  0.00
Si (4.99, 0.58, -2.88)  0.00
C (5.13, 0.85, -4.76)  0.00
C (5.64, 2.05, -1.91)  0.00
C (3.23, 0.19, -2.33)  0.01
C (2.21, -0.05, -1.67)  -0.02
H (6.98, -0.61, -2.18)  0.00
H (6.05, -1.61, -3.25)  0.00
H (5.57, -1.40, -1.48)  0.00
H (6.19, 1.08, -4.93)  0.00
H (4.58, 1.76, -5.03)  0.00
H (4.88, -0.07, -5.35)  0.00
H (6.53, 2.49, -2.34)  0.00
H (5.90, 1.80, -0.88)  0.00
H (4.87, 2.81, -1.91)  0.00
C (1.56, -2.71, 6.03)  0.00
N (1.40, -2.09, 4.72)  0.00
C (0.36, -2.12, 3.87)  0.00
N (-0.82, -2.65, 4.17)  0.00
O (0.52, -1.65, 2.67)  0.01
H (1.96, -1.93, 6.71)  0.00
H (2.25, -3.58, 6.05)  0.00
H (0.58, -2.98, 6.41)  0.00
H (2.28, -1.79, 4.29)  0.00
H (-1.01, -2.90, 5.13)  0.00
H (-1.58, -2.35, 3.60)  0.00